Here is a molecular structure, C46H60As3GaNO2Te from the Open Molecules 2025 dataset. Energies are from ωB97M-V/def2-TZVPD.

Structure (XYZ):
```
114
Properties=species:S:1:pos:R:3:forces:R:3
Ga 0.59906 -0.07177 0.08796 -0.2 0.0 0.0
O -0.07808 -1.75831 -0.16431 0.1 0.0 0.0
C 0.34708 -2.97376 0.41070 0.0 0.0 0.0
C 1.29415 -2.70067 1.60162 0.0 0.0 0.0
C 2.54963 -1.98680 1.20041 0.0 0.0 0.0
C 3.78656 -2.60252 1.26653 0.0 0.0 0.0
C 4.91360 -1.89768 0.88109 0.0 0.0 0.0
C 4.78487 -0.58687 0.45714 0.0 0.0 0.0
C 3.52705 -0.01057 0.40609 0.0 0.0 0.0
C 3.32106 1.40175 -0.05119 0.0 0.0 0.0
C 2.57247 1.48937 -1.39692 0.0 0.0 0.0
O 1.26051 1.00153 -1.23904 0.0 0.0 0.0
C 2.48463 2.93414 -1.90271 0.0 0.0 0.0
C 1.63447 3.18099 -2.97991 0.0 0.0 0.0
C 1.56446 4.43604 -3.55948 0.0 0.0 0.0
C 2.35832 5.47153 -3.07849 0.0 0.0 0.0
C 3.19908 5.23923 -2.00415 0.0 0.0 0.0
C 3.25694 3.97963 -1.41504 0.0 0.0 0.0
C 3.31551 0.69419 -2.47700 0.0 0.0 0.0
C 4.67351 0.91101 -2.70517 0.0 0.0 0.0
C 5.34062 0.22914 -3.70905 0.0 0.0 0.0
C 4.65409 -0.66726 -4.51912 0.0 0.0 0.0
C 3.29910 -0.86850 -4.31527 0.0 0.0 0.0
C 2.63587 -0.19465 -3.29606 0.0 0.0 0.0
N 2.43863 -0.71664 0.76486 0.0 0.0 0.0
C -0.91662 -3.70572 0.86404 0.0 0.0 0.0
C -1.09101 -4.26003 2.12454 0.0 0.0 0.0
C -2.28609 -4.88817 2.46527 0.0 0.0 0.0
C -3.31650 -4.97149 1.54587 0.0 0.0 0.0
C -3.14529 -4.43125 0.27560 0.0 0.0 0.0
C -1.95662 -3.80764 -0.05972 0.0 0.0 0.0
C 1.12837 -3.82599 -0.59187 0.0 0.0 0.0
C 1.79295 -3.23456 -1.65652 0.0 0.0 0.0
C 2.60337 -3.99337 -2.49161 0.0 0.0 0.0
C 2.75188 -5.35375 -2.27157 0.0 0.0 0.0
C 2.08242 -5.95400 -1.21316 0.0 0.0 0.0
C 1.27705 -5.19453 -0.37876 0.0 0.0 0.0
H 0.75076 -2.10841 2.34260 0.0 0.0 0.0
H 1.57605 -3.64307 2.06848 0.0 0.0 0.0
H 3.85284 -3.62765 1.60303 0.0 0.0 0.0
H 5.88797 -2.36703 0.91365 0.0 0.0 0.0
H 5.64691 -0.00941 0.15528 0.0 0.0 0.0
H 2.72947 1.95996 0.68300 0.0 0.0 0.0
H 4.29700 1.87665 -0.11720 0.0 0.0 0.0
H 1.04343 2.36623 -3.38017 0.0 0.0 0.0
H 0.90610 4.60372 -4.40272 0.0 0.0 0.0
H 2.31881 6.44955 -3.53977 0.0 0.0 0.0
H 3.81748 6.03860 -1.61636 0.0 0.0 0.0
H 3.92549 3.83648 -0.57650 0.0 0.0 0.0
H 5.21610 1.64192 -2.11583 0.0 0.0 0.0
H 6.39515 0.40993 -3.87261 0.0 0.0 0.0
H 5.17193 -1.19142 -5.31142 0.0 0.0 0.0
H 2.74800 -1.54626 -4.95542 0.0 0.0 0.0
H 1.57576 -0.34468 -3.14316 0.0 0.0 0.0
H -0.30437 -4.21537 2.86723 0.0 0.0 0.0
H -2.40365 -5.31464 3.45311 0.0 0.0 0.0
H -4.24435 -5.46137 1.80947 0.0 0.0 0.0
H -3.94015 -4.50558 -0.45558 0.0 0.0 0.0
H -1.81912 -3.39303 -1.05098 0.0 0.0 0.0
H 1.68198 -2.17348 -1.83456 0.0 0.0 0.0
H 3.12245 -3.51310 -3.31081 0.0 0.0 0.0
H 3.37993 -5.94662 -2.92339 0.0 0.0 0.0
H 2.18218 -7.01791 -1.04141 0.0 0.0 0.0
H 0.74979 -5.67385 0.43804 0.0 0.0 0.0
C -3.40655 -0.01337 -0.49953 0.0 0.0 0.0
As -1.67392 0.67917 -1.05162 0.0 0.0 0.0
C -1.45882 -0.26907 -2.73393 0.0 0.0 0.0
C -1.85276 2.48440 -1.79081 0.0 0.0 0.0
C -2.57811 3.62476 -1.05339 0.0 0.0 0.0
C -2.35368 4.87319 -1.91328 0.0 0.0 0.0
C -2.04625 3.83348 0.37028 0.0 0.0 0.0
As -0.10436 4.03797 0.71942 0.0 0.0 0.0
C -0.38714 4.72193 2.54172 0.0 0.0 0.0
C 0.24883 5.79482 -0.06656 0.0 0.0 0.0
C -4.08093 3.28805 -0.97793 0.0 0.0 0.0
As -5.56327 4.52984 -0.49833 0.0 0.0 0.0
C -4.79115 5.87270 0.71015 0.0 0.0 0.0
C -5.64057 5.65134 -2.10700 0.0 0.0 0.0
H -4.16756 0.19794 -1.24877 0.0 0.0 0.0
H -3.71698 0.40273 0.45737 0.0 0.0 0.0
H -3.28551 -1.09213 -0.39110 0.0 0.0 0.0
H -2.38532 -0.22492 -3.30603 0.0 0.0 0.0
H -1.18716 -1.30299 -2.52930 0.0 0.0 0.0
H -0.66000 0.21154 -3.29669 0.0 0.0 0.0
H -2.30512 2.36200 -2.77892 0.0 0.0 0.0
H -0.80378 2.75537 -1.94973 0.0 0.0 0.0
H -1.29500 5.01618 -2.13118 0.0 0.0 0.0
H -2.72187 5.77041 -1.41682 0.0 0.0 0.0
H -2.87848 4.77475 -2.86563 0.0 0.0 0.0
H -2.34977 2.98289 0.99545 0.0 0.0 0.0
H -2.52347 4.71098 0.80573 0.0 0.0 0.0
H -1.01709 5.61167 2.51592 0.0 0.0 0.0
H 0.57309 4.98184 2.98703 0.0 0.0 0.0
H -0.86818 3.96775 3.16383 0.0 0.0 0.0
H -0.60764 6.45629 0.06433 0.0 0.0 0.0
H 0.49973 5.70771 -1.12011 0.0 0.0 0.0
H 1.10980 6.21751 0.45175 0.0 0.0 0.0
H -4.22025 2.45227 -0.28945 0.0 0.0 0.0
H -4.41078 2.92275 -1.95804 0.0 0.0 0.0
H -4.54150 5.42290 1.67025 0.0 0.0 0.0
H -5.57676 6.60901 0.88184 0.0 0.0 0.0
H -3.92060 6.38620 0.30432 0.0 0.0 0.0
H -5.76263 5.01445 -2.98311 0.0 0.0 0.0
H -4.76430 6.28148 -2.23758 0.0 0.0 0.0
H -6.52338 6.28495 -2.02817 0.0 0.0 0.0
C 1.14184 0.39113 3.92797 0.0 0.0 0.0
Te -0.34156 0.86664 2.47937 0.0 0.0 0.0
C -1.63321 -0.79591 2.82415 0.0 0.0 0.0
H 1.59187 -0.57127 3.70120 0.0 0.0 0.0
H 0.67805 0.37959 4.91031 0.0 0.0 0.0
H 1.89735 1.17254 3.88789 0.0 0.0 0.0
H -2.56774 -0.43027 3.23852 0.0 0.0 0.0
H -1.15461 -1.47409 3.52654 0.0 0.0 0.0
H -1.79483 -1.30764 1.87759 0.0 0.0 0.0
```
Forces are in eV/Å.

Calculated values
Energy above the lowest of the compared OMol25 structures with the same formula, charge and spin in kJ/mol: 0.0
Frontier orbital gap in eV: 8.01
HOMO energy in eV: -10.332
Largest force on an atom in eV/A: 0.17
Charge: +1